{"formula": "C52H123Br4N12O5", "method": "wB97M-V/def2-TZVPD", "e_tot_ev": -364151.4985, "charge": 5, "symbols": ["Br", "Br", "Br", "Br", "O", "O", "O", "O", "O", "N", "N", "N", "N", "N", "N", "N", "N", "N", "N", "N", "N", "C", "C", "C", "C", "C", "C", "C", "C", "C", "C", "C", "C", "C", "C", "C", "C", "C", "C", "C", "C", "C", "C", "C", "C", "C", "C", "C", "C", "C", "C", "C", "C", "C", "C", "C", "C", "C", "C", "C", "C", "C", "C", "C", "C", "C", "C", "C", "C", "C", "C", "C", "C", "H", "H", "H", "H", "H", "H", "H", "H", "H", "H", "H", "H", "H", "H", "H", "H", "H", "H", "H", "H", "H", "H", "H", "H", "H", "H", "H", "H", "H", "H", "H", "H", "H", "H", "H", "H", "H", "H", "H", "H", "H", "H", "H", "H", "H", "H", "H", "H", "H", "H", "H", "H", "H", "H", "H", "H", "H", "H", "H", "H", "H", "H", "H", "H", "H", "H", "H", "H", "H", "H", "H", "H", "H", "H", "H", "H", "H", "H", "H", "H", "H", "H", "H", "H", "H", "H", "H", "H", "H", "H", "H", "H", "H", "H", "H", "H", "H", "H", "H", "H", "H", "H", "H", "H", "H", "H", "H", "H", "H", "H", "H", "H", "H", "H", "H", "H", "H", "H", "H", "H", "H", "H", "H"], "xyz": [[-4.94, 1.42, 3.18], [4.91, -1.25, -6.90], [7.20, -2.63, 2.89], [-0.53, 5.24, -2.66], [1.79, -8.42, 4.02], [0.30, -9.23, -6.38], [-6.92, -4.41, -0.46], [7.77, 7.79, 2.08], [8.61, 0.28, -0.61], [-4.67, 0.61, 9.05], [11.67, 0.79, -0.98], [-4.66, 2.44, -9.52], [-5.93, 8.77, 2.95], [-0.29, -6.12, -6.31], [5.82, 5.33, 1.96], [-4.14, -4.34, 1.26], [4.46, -7.86, 5.95], [1.19, -0.50, 2.55], [-6.81, 0.62, 9.58], [1.68, -0.05, 0.50], [-3.98, 7.53, 2.54], [2.02, -7.40, 5.08], [2.38, -0.09, -0.81], [3.46, -6.96, 5.20], [4.75, -9.05, 4.95], [-2.89, 6.54, 2.72], [11.24, 1.95, 0.04], [1.07, -0.99, 3.88], [-4.08, 8.46, 1.52], [1.30, -0.74, -1.85], [7.22, 5.34, 2.64], [-3.29, -3.23, 0.66], [-2.56, 2.29, -8.23], [5.81, 5.26, 0.40], [8.18, 6.42, 2.10], [9.40, -0.45, -1.57], [-3.37, -4.75, 2.54], [-8.45, 8.71, 2.85], [2.01, -0.87, 1.58], [10.55, 0.52, -1.99], [-0.82, -8.66, -7.07], [5.14, 4.05, 2.38], [-5.18, 7.71, 3.33], [-6.43, -3.29, 0.36], [-5.81, 1.39, 9.14], [0.69, 0.82, 0.74], [-5.24, 9.23, 1.75], [-8.11, 1.12, 9.98], [-5.63, -3.93, 1.54], [-3.93, -5.52, 0.30], [5.00, 6.57, 2.36], [-0.61, -7.12, -7.49], [-5.28, 1.03, -9.38], [-3.37, 2.35, -10.44], [-5.58, 3.66, -9.91], [-3.95, 2.82, -8.18], [-6.66, 4.01, -8.88], [-3.42, 1.04, 8.49], [-7.26, 5.48, -8.90], [-8.58, 5.73, -8.30], [12.93, 1.25, -1.73], [-8.17, 1.44, 11.49], [-7.20, 9.26, 3.50], [-2.28, 1.75, -9.57], [0.99, -6.46, -5.66], [-0.17, -4.69, -6.75], [-6.38, -0.70, 9.83], [-5.10, -0.75, 9.20], [5.77, -7.10, 6.02], [0.36, 0.56, 2.11], [-1.45, -6.23, -5.32], [12.06, -0.51, -0.12], [3.78, -8.26, 7.29], [-5.74, -2.62, -0.15], [-4.37, -1.47, 8.85], [8.60, 8.23, 1.91], [0.76, -4.63, -7.32], [-7.29, -2.74, 0.74], [12.82, -0.28, 0.62], [4.01, 6.60, 1.91], [-2.93, 5.93, 1.82], [-8.26, 2.00, 9.36], [-8.61, 5.46, -7.24], [1.39, -6.57, 4.75], [-2.19, 0.67, -9.64], [-5.51, -3.19, 2.32], [4.41, -8.83, 7.97], [-3.30, 3.38, -10.79], [-5.93, 3.38, -10.91], [1.84, -1.06, -2.74], [6.39, 4.39, 0.07], [-8.21, 9.04, 1.84], [7.08, 5.43, 3.72], [5.28, -8.69, 4.07], [4.87, 6.60, 3.44], [-3.85, 3.90, -8.16], [-1.70, -8.84, -6.46], [1.70, -6.77, -6.43], [-2.52, 1.60, -7.38], [11.16, -0.97, 0.28], [-3.61, -3.15, -0.38], [-5.62, 0.69, -10.36], [9.02, 6.17, 2.74], [1.31, -5.73, -4.91], [-6.36, 3.87, -7.84], [12.63, 2.14, -2.29], [0.00, -1.11, 4.08], [-1.77, 2.98, -7.95], [-4.67, 2.62, -7.38], [0.99, -9.36, -7.03], [-4.57, 0.30, -8.99], [3.81, -9.55, 4.72], [3.09, -9.02, 6.94], [0.35, 1.44, -0.07], [-2.23, -3.46, 0.62], [10.20, 1.45, -2.43], [0.33, -0.26, -2.03], [-3.62, 1.74, -11.31], [-9.12, 1.81, 11.89], [-7.06, 8.84, 4.50], [-1.87, 6.91, 2.85], [-2.96, 1.79, 9.13], [-4.78, -6.18, 0.45], [3.97, -6.74, 4.26], [0.19, -7.03, -8.22], [-7.14, 10.35, 3.54], [4.13, 4.00, 1.96], [4.85, 4.90, 0.01], [-3.74, 1.56, 7.59], [8.57, -0.36, 0.10], [8.87, -0.64, -2.50], [-7.66, -4.17, -1.02], [0.79, -7.34, -5.04], [2.70, -1.68, 1.75], [-3.44, -2.45, 1.40], [3.48, -7.27, 7.65], [3.22, -0.73, -0.55], [1.75, -1.81, 4.11], [5.21, 4.07, 3.47], [-1.07, -4.30, -7.22], [-3.00, -6.08, 0.31], [3.55, -6.09, 5.84], [5.52, -6.05, 6.18], [-2.82, 0.20, 8.13], [9.54, -1.44, -1.14], [1.91, -8.01, 3.16], [5.45, 7.39, 1.80], [-3.31, 8.51, 0.77], [-8.07, 0.56, 12.13], [8.53, 6.17, 1.10], [-8.36, 7.62, 2.84], [-4.18, -5.21, 3.10], [7.62, 4.33, 2.62], [1.09, -1.77, -1.59], [5.70, 3.21, 1.97], [-8.88, 0.39, 9.71], [13.13, 0.48, -2.48], [-1.56, -7.26, -5.00], [-0.29, 1.14, 2.74], [1.41, -0.15, 4.49], [-6.16, 1.02, -8.73], [-6.14, -4.82, 1.91], [10.27, 1.67, 0.45], [1.70, -7.90, 5.99], [13.76, 1.59, -1.12], [-6.95, -1.53, 10.21], [-1.60, -6.79, -7.82], [-4.93, 4.53, -9.97], [-4.25, -5.05, -0.63], [-5.41, 7.11, 4.19], [2.67, 0.93, -1.08], [-2.96, -3.88, 3.07], [-2.34, -5.98, -5.90], [11.11, -0.03, -2.76], [-3.13, 6.00, 3.64], [11.21, 2.78, -0.67], [-6.49, 6.18, -8.60], [12.00, 1.97, 0.82], [-7.29, 2.06, 11.65], [-9.48, 5.42, -8.83], [-1.38, 2.18, -10.01], [-5.67, 10.11, 1.27], [-7.39, 5.75, -9.95], [5.46, -9.69, 5.48], [-8.63, 6.81, -8.30], [-1.27, -5.49, -4.54], [12.53, -0.99, -0.99], [6.01, 6.12, -0.24], [-2.54, -5.42, 2.32], [-5.83, 2.45, 8.94], [-1.11, -9.27, -7.92], [-9.40, 9.15, 3.14], [-7.48, 3.29, -8.87], [6.36, -7.06, 5.11], [-0.03, -3.97, -5.94], [6.34, -7.52, 6.85]], "mulliken_charge": [-0.964, -0.983, -0.954, -0.978, -0.512, -0.487, -0.503, -0.472, -0.507, 0.120, -0.185, 0.165, 0.176, -0.037, 0.024, -0.121, -0.105, 0.178, 0.152, 0.185, 0.121, -0.644, -0.527, -0.505, -0.935, -0.798, -0.886, -0.921, -0.399, -1.096, -0.620, -1.218, -0.699, -0.966, -0.573, -0.780, -0.835, -0.931, -0.118, -0.354, -0.748, -1.139, -0.080, -0.434, -0.071, -0.301, -0.379, -0.603, -0.568, -0.922, -0.888, -0.417, -0.891, -0.631, -0.620, -0.711, -0.555, -0.791, -0.657, -1.330, -0.828, -0.996, -0.564, -0.559, -0.862, -0.902, -0.375, -0.269, -0.787, -0.853, -0.994, -0.793, -0.862, 0.263, 0.374, 0.331, 0.443, 0.438, 0.361, 0.371, 0.391, 0.343, 0.352, 0.353, 0.310, 0.514, 0.317, 0.421, 0.457, 0.480, 0.450, 0.308, 0.452, 0.391, 0.357, 0.322, 0.396, 0.350, 0.298, 0.316, 0.437, 0.359, 0.377, 0.333, 0.293, 0.396, 0.343, 0.418, 0.530, 0.354, 0.381, 0.408, 0.418, 0.621, 0.451, 0.355, 0.374, 0.436, 0.377, 0.288, 0.317, 0.314, 0.410, 0.469, 0.434, 0.381, 0.455, 0.422, 0.391, 0.348, 0.361, 0.307, 0.462, 0.449, 0.495, 0.348, 0.297, 0.350, 0.390, 0.356, 0.322, 0.487, 0.390, 0.265, 0.462, 0.318, 0.397, 0.476, 0.328, 0.384, 0.310, 0.398, 0.438, 0.293, 0.455, 0.335, 0.436, 0.359, 0.523, 0.367, 0.327, 0.405, 0.349, 0.305, 0.339, 0.399, 0.364, 0.312, 0.445, 0.335, 0.317, 0.368, 0.384, 0.385, 0.268, 0.426, 0.437, 0.351, 0.318, 0.353, 0.356, 0.420, 0.374, 0.423, 0.371, 0.410, 0.421, 0.352, 0.325, 0.381, 0.409, 0.353, 0.379, 0.350, 0.387, 0.363]}